C3H6Cl4NO | ωB97M-V with the def2-TZVPD basis set

Output
Lowest unoccupied orbital energy = -3.435 eV
E = -2088.38518 Ha
SMILES = [NH3+]C(O)(C(Cl)Cl)C(Cl)Cl
HOMO energy = -0.564 hartree
Charge = +1

Geometry as XYZ:
```
15
Properties=species:S:1:pos:R:3:nbo_charge:R:1
N 0.710 -0.814 0.570 -0.79
C -0.334 0.208 -0.194 0.40
O -1.529 -0.466 -0.305 -0.67
C 0.330 0.346 -1.488 -0.31
Cl -0.782 1.378 -2.432 0.05
Cl 0.416 -1.194 -2.289 0.09
C -0.407 1.521 0.676 -0.30
Cl 1.234 2.092 0.983 0.05
Cl -1.249 1.209 2.173 0.05
H 0.816 -1.588 -0.275 0.47
H 0.110 -1.112 1.446 0.46
H 1.437 -0.251 0.823 0.43
H -1.947 -0.582 0.569 0.51
H 1.331 0.790 -1.556 0.29
H -1.052 2.169 0.121 0.28
```